1.
69
Properties=species:S:1:pos:R:3:mulliken_charge:R:1 method="wB97M-V/def2-TZVPD" multiplicity=2 s_squared=0.83 homo_lumo_gap_ha="0.247 / 0.185" largest_force_ev_per_a=4.2 e_lumo_ev="-3.7 / -5.3" charge=+1
Pt 0.037 -0.127 0.169 -0.3964
C 3.925 1.514 -0.311 -1.8985
C 2.453 1.252 -0.217 0.6839
N 1.938 -0.021 -0.094 0.5407
O 2.774 -1.120 -0.072 -0.4087
C 1.504 2.261 -0.223 0.3681
C 1.759 3.730 -0.263 -1.6687
N 0.195 1.860 -0.168 0.6897
O -0.805 2.622 -0.119 -0.6315
H 4.485 0.621 -0.586 0.5294
H 4.313 1.889 0.638 0.3598
H 4.120 2.264 -1.073 0.4533
H 3.665 -0.867 0.225 0.2636
H 2.817 3.960 -0.286 0.4068
H 1.305 4.204 0.608 0.3399
H 1.272 4.174 -1.132 0.3679
C -2.681 -0.401 -1.819 -1.3957
C -2.900 -0.037 -0.400 0.8682
N -1.964 0.037 0.506 0.7240
C -2.430 0.461 1.728 -0.6582
C -3.775 0.683 1.742 -0.2904
S -4.460 0.368 0.204 -0.1896
C -1.505 0.681 2.825 0.0341
C -1.803 0.876 4.145 -0.4879
S -0.386 1.207 5.046 -0.2417
C 0.546 1.048 3.584 0.3519
N -0.169 0.762 2.549 0.1516
C 2.016 1.237 3.574 -1.0232
H -1.622 -0.608 -1.995 0.1370
H -2.997 0.423 -2.460 0.4621
H -3.268 -1.278 -2.088 0.3672
H -4.391 1.020 2.550 0.4995
H -2.754 0.821 4.631 0.4961
H 2.416 1.114 4.577 0.5178
H 2.259 2.243 3.231 0.2771
H 2.485 0.523 2.901 0.1089
C 1.012 -3.369 -1.718 -1.6107
Ge 0.044 -2.601 -0.144 2.3705
C 0.820 -3.419 1.503 0.1707
C 0.888 -4.798 1.625 -0.2245
C 1.373 -5.370 2.789 -0.7437
C 1.790 -4.569 3.838 -0.6051
C 1.722 -3.190 3.724 -0.6084
C 1.240 -2.623 2.558 0.4140
C -1.852 -3.230 -0.307 0.1528
C -2.247 -3.791 -1.499 -0.9488
C -3.552 -4.258 -1.705 -0.9217
C -4.486 -4.137 -0.713 -0.9759
C -4.140 -3.553 0.522 1.1193
C -5.091 -3.402 1.555 -0.8467
C -4.752 -2.820 2.746 -0.8145
C -3.438 -2.379 2.958 -0.7995
C -2.493 -2.527 1.979 0.1835
C -2.808 -3.101 0.734 -0.0699
H 0.885 -4.449 -1.719 0.4611
H 2.072 -3.155 -1.639 0.4036
H 0.659 -2.980 -2.669 0.4127
H 0.552 -5.425 0.811 0.3598
H 1.419 -6.446 2.877 0.4116
H 2.166 -5.014 4.747 0.4018
H 2.039 -2.558 4.542 0.4545
H 1.171 -1.545 2.449 -0.2567
H -1.534 -3.892 -2.304 0.3499
H -3.813 -4.702 -2.654 0.4292
H -5.500 -4.483 -0.858 0.4516
H -6.094 -3.764 1.390 0.4448
H -5.488 -2.714 3.528 0.4327
H -3.175 -1.925 3.903 0.5778
H -1.477 -2.198 2.152 -0.2841

2.
18
Properties=species:S:1:pos:R:3:mulliken_charge:R:1 method="wB97M-V/def2-TZVPD" multiplicity=1 homo_lumo_gap_ha=0.347 smiles="CCNCCC=O" largest_force_ev_per_a=7.2 e_lumo_ev=0.8 charge=0
C -0.990 1.271 0.567 -0.5182
N -0.677 0.632 -0.791 -0.3461
C 0.337 0.092 -1.852 -0.5686
C 1.672 -0.207 -0.892 -0.4843
C 0.622 -0.899 0.104 0.0912
O 1.078 -1.367 1.167 -0.5619
C -1.464 0.360 1.682 -0.9765
H -0.101 1.783 1.020 0.2633
H -1.603 2.120 0.336 0.4622
H -1.636 0.360 -1.010 0.1881
H 0.396 0.953 -2.528 0.3522
H -0.107 -0.832 -2.260 0.3121
H 1.980 -1.130 -1.404 0.2816
H 2.367 0.648 -0.858 0.3425
H 0.092 -1.725 -0.407 0.2717
H -2.023 -0.498 1.217 0.2523
H -0.615 -0.138 2.184 0.2664
H -2.170 0.741 2.412 0.3721

3.
85
Properties=species:S:1:pos:R:3:mulliken_charge:R:1 method="wB97M-V/def2-TZVPD" multiplicity=1 homo_lumo_gap_ha=0.243 largest_force_ev_per_a=2.1 e_lumo_ev=2.0 charge=-1
C 5.925 -1.454 0.082 -1.0152
C 5.436 -0.133 -0.608 -0.3198
O 4.069 0.096 -0.384 -0.1210
C 3.414 0.627 -1.524 -0.7450
C 1.872 0.458 -1.480 -0.0251
O 1.227 1.263 -0.534 -0.4137
C 0.672 0.512 0.583 -0.4429
B -0.952 0.639 0.780 0.6417
C -1.850 0.235 -0.534 0.5937
C -1.445 -1.114 -1.238 -0.4281
C -1.281 -2.314 -0.274 0.1852
C -0.818 -3.616 -1.094 -0.3943
O -0.482 -3.330 -2.461 -0.5938
H 5.631 -1.405 1.145 0.1703
H 5.413 -2.298 -0.426 0.3014
H 7.009 -1.604 -0.065 0.3706
H 6.014 0.702 -0.145 0.2227
H 5.727 -0.200 -1.675 0.3304
H 3.767 0.058 -2.423 0.3906
H 3.651 1.694 -1.735 0.2318
H 1.648 -0.624 -1.404 0.1150
H 1.501 0.781 -2.485 0.2145
H 1.140 0.943 1.509 0.0908
H 0.951 -0.569 0.586 0.0144
H -1.308 -0.001 1.752 -0.2713
H -1.205 1.799 1.055 -0.3953
H -2.950 0.269 -0.313 -0.6455
H -1.684 1.049 -1.300 -0.1044
H -2.277 -1.384 -1.932 0.1420
H -0.567 -0.916 -1.879 0.1327
H -2.286 -2.574 0.117 0.2861
H -0.533 -2.168 0.517 -0.2378
H 0.103 -4.014 -0.620 0.1122
H -1.561 -4.435 -0.999 0.2410
H 0.465 -3.365 -2.528 0.3345
C -6.410 1.170 -1.225 -0.1883
C -7.293 1.475 -0.047 -0.3615
O -6.918 0.475 0.894 -0.3929
C -5.657 0.071 0.582 0.4352
O -4.995 -0.632 1.268 -0.5072
O -5.262 0.576 -0.615 -0.0692
H -6.135 2.062 -1.785 0.2036
H -6.858 0.445 -1.911 0.2253
H -7.092 2.460 0.383 0.2514
H -8.354 1.403 -0.287 0.3055
C -3.331 0.119 -4.202 0.6021
C -2.371 1.058 -4.872 -0.2707
O -3.218 2.145 -5.257 -0.4024
C -4.298 2.126 -4.436 0.7096
O -5.113 2.993 -4.378 -0.5745
O -4.330 0.998 -3.694 -0.2115
H -2.870 -0.446 -3.398 -0.4833
H -3.798 -0.577 -4.905 0.3156
H -1.606 1.431 -4.187 0.2225
H -1.884 0.615 -5.739 0.3091
C -2.126 5.859 -0.819 -0.4244
C -2.081 4.405 -1.199 0.0660
O -2.799 3.782 -0.142 -0.1509
C -3.620 4.708 0.399 0.5439
O -4.475 4.475 1.191 -0.5505
O -3.344 5.951 -0.082 -0.3728
H -2.145 6.521 -1.684 0.3377
H -1.296 6.147 -0.168 0.2623
H -2.594 4.202 -2.144 0.0482
H -1.065 4.015 -1.257 0.1823
C 0.925 -3.243 3.009 -0.3693
C 1.441 -4.335 3.905 -0.3218
O 0.984 -5.518 3.251 -0.3672
C 0.794 -5.213 1.942 0.5664
O 0.574 -6.016 1.095 -0.5344
O 0.887 -3.877 1.729 -0.1652
H 1.577 -2.372 2.990 0.3581
H -0.086 -2.922 3.273 0.2503
H 2.533 -4.357 3.953 0.2496
H 1.043 -4.273 4.916 0.3023
C 6.235 0.563 4.236 -0.2531
C 7.684 0.317 4.552 -0.3027
O 7.641 -0.899 5.295 -0.3387
C 6.500 -1.549 4.949 0.6474
O 6.244 -2.664 5.261 -0.5210
O 5.693 -0.757 4.200 -0.2954
H 6.091 1.066 3.281 0.2500
H 5.725 1.133 5.017 0.2563
H 8.288 0.161 3.654 0.2595
H 8.128 1.117 5.142 0.3002

4.
20
Properties=species:S:1:pos:R:3:mulliken_charge:R:1 method="wB97M-V/def2-TZVPD" multiplicity=1 homo_lumo_gap_ha=0.385 smiles="C=NCCCC.O" largest_force_ev_per_a=4.6 e_lumo_ev=0.7 charge=0
C -0.916 -0.555 -1.958 -1.0266
C 0.167 0.341 -1.317 -0.5841
C -0.212 0.406 0.184 -0.6584
C -0.123 -0.925 0.939 -0.9687
C 1.996 -1.976 0.944 -0.3177
N 0.804 -1.980 0.392 -0.3353
H -1.218 0.015 -2.810 0.3635
H -0.539 -1.600 -1.935 0.3119
H -1.957 -0.666 -1.321 0.2030
H 1.197 -0.143 -1.456 0.2426
H 0.389 1.163 -1.967 0.4916
H 0.569 1.086 0.614 0.1621
H -1.034 1.081 0.283 0.7209
H -1.114 -1.327 0.877 0.4114
H 0.089 -0.753 1.967 0.4718
H 2.527 -2.861 0.924 0.3209
H 2.406 -1.388 1.916 0.1801
H -1.560 3.877 1.604 0.3023
H -0.269 3.058 1.138 0.3254
O -1.202 3.146 0.983 -0.6168

5.
66
Properties=species:S:1:pos:R:3:mulliken_charge:R:1 method="wB97M-V/def2-TZVPD" multiplicity=1 homo_lumo_gap_ha=0.264 largest_force_ev_per_a=0.7 e_lumo_ev=-10.6 charge=+3
Ta -0.181 -0.286 -0.310 0.0004
Br 1.666 0.688 1.659 0.0913
C 0.525 1.882 2.770 -0.6943
Br -1.252 2.000 2.094 0.0554
H 1.008 2.850 2.720 0.5109
H 0.535 1.444 3.760 0.5193
C 1.387 0.310 -3.588 -1.0711
P 1.922 -0.091 -1.917 0.9816
C 3.077 1.208 -1.420 -1.3876
C 2.921 -1.592 -2.067 -1.0682
C 3.134 -2.200 -0.686 -1.1842
P 1.516 -2.569 0.064 1.3713
C 0.905 -3.977 -0.902 -1.6306
C 2.012 -3.344 1.630 -1.5148
H 2.234 0.159 -4.260 0.6878
H 1.081 1.351 -3.649 -0.0562
H 0.567 -0.335 -3.902 0.2523
H 3.752 1.396 -2.258 0.5165
H 3.672 0.903 -0.560 0.4302
H 2.546 2.128 -1.181 0.2525
H 3.865 -1.347 -2.560 0.5712
H 2.393 -2.282 -2.731 0.4771
H 3.680 -1.521 -0.024 0.4355
H 3.724 -3.117 -0.742 0.6246
H 1.673 -4.753 -0.899 0.5132
H 0.680 -3.711 -1.931 0.3830
H 0.000 -4.384 -0.448 0.4203
H 2.729 -4.128 1.377 0.5406
H 1.172 -3.806 2.144 0.4578
H 2.508 -2.635 2.294 0.4081
N -2.537 -1.981 2.893 0.0120
C -1.344 -2.181 3.556 -1.1768
C -0.377 -1.718 2.733 -0.6830
N -0.956 -1.232 1.562 0.6512
C -2.267 -1.408 1.723 0.1488
C -3.123 -0.865 0.708 -0.0403
N -2.521 -0.170 -0.244 0.4577
C -3.539 0.301 -1.052 -0.6131
C -4.734 -0.119 -0.561 -1.1495
N -4.452 -0.858 0.560 0.0040
H -3.449 -2.220 3.257 0.2127
H -1.300 -2.629 4.534 0.4516
H 0.677 -1.677 2.914 0.7785
H -3.372 0.899 -1.923 0.5083
H -5.742 0.037 -0.906 0.4372
H -5.140 -1.319 1.138 0.2021
B -1.951 -2.959 -3.657 0.6561
C -1.311 -2.157 -2.560 -0.2313
N -0.805 -1.521 -1.703 -0.4138
H -2.728 -2.193 -4.180 -0.0088
H -1.011 -3.266 -4.362 0.0213
H -2.460 -3.899 -3.091 0.0016
C -1.686 1.758 -3.601 -1.0182
Si -1.053 2.663 -2.108 1.1091
C -2.329 3.501 -1.075 -1.1914
C 0.317 3.815 -2.563 -1.3627
O -0.359 1.374 -1.061 -0.1007
H -2.471 2.360 -4.072 0.5182
H -2.098 0.764 -3.435 0.2252
H -0.902 1.652 -4.350 0.4144
H -3.013 4.033 -1.743 0.4159
H -1.875 4.249 -0.422 0.3922
H -2.931 2.835 -0.458 0.3243
H -0.064 4.840 -2.541 0.4789
H 0.694 3.644 -3.572 0.3698
H 1.160 3.790 -1.870 0.3045

6.
12
Properties=species:S:1:pos:R:3:mulliken_charge:R:1 method="wB97M-V/def2-TZVPD" multiplicity=1 homo_lumo_gap_ha=0.346 smiles="O=C/N=c1/[nH]cn[nH]1" largest_force_ev_per_a=4.3 e_lumo_ev=0.7 charge=0
C -0.548 -2.286 -0.141 0.2102
C 0.110 -0.172 0.126 0.4706
C 0.579 2.070 0.187 0.0590
H -0.878 -3.414 0.347 0.2737
H 1.661 0.580 1.354 0.2787
H 1.182 2.776 0.854 0.2955
H -1.408 0.381 -1.316 0.3165
N 0.312 -1.407 0.461 -0.6105
N 0.818 0.834 0.819 -0.1677
N -0.431 1.949 -0.627 -0.9385
N -0.623 0.657 -0.722 0.4044
O -0.773 -1.966 -1.342 -0.5920

In u, the M values for the records above are, in order, 798.41 101.15 629.39 103.16 768.11 112.09.